No. 1
Here is a molecular structure, C17H20N2O3 at a distorted geometry from the Open Molecules 2025 dataset. Energies are from ωB97M-V with the def2-TZVPD basis set.

Values from the calculation:
* orbital gap: 0.290 Eh
* electronic energy: -27058.5327 eV
* HOMO level: -7.347 eV
* ΔE to the lowest compared entry with this formula, charge and spin: 453.3 kcal/mol
* LUMO level: 0.55 eV

Geometry as XYZ:
```
42
Properties=species:S:1:pos:R:3:forces:R:3
C -5.46044 -0.75428 -0.14737 2.4 1.0 2.5
H -6.39554 -0.83090 -0.55791 -2.3 0.2 -1.0
O -4.98591 0.68315 -0.43531 -9.2 -6.2 -0.8
C -3.83068 0.94592 -0.09325 -1.7 -0.8 -0.9
C -3.56937 2.15538 -0.40115 1.8 13.7 0.6
C -2.40836 2.74197 0.13776 0.3 2.2 -1.2
C -1.46870 1.86345 0.77036 3.6 13.3 -0.9
C -1.67029 0.65862 0.63426 -2.5 -7.0 1.4
C -2.95753 0.15528 0.33376 6.8 -7.6 3.4
H -3.06757 -0.96260 0.58669 -0.2 1.9 -0.7
C -0.65639 -0.05330 1.34107 -5.6 -8.7 -15.0
O -0.18212 0.08819 2.28496 7.3 3.3 15.1
C -0.21508 -1.68448 0.41523 4.8 10.7 0.3
C 1.24957 -1.82548 0.83972 -1.2 -5.3 -3.2
N 2.21136 -1.11104 0.01964 0.7 1.6 9.8
C 2.39879 0.16805 0.88159 1.9 2.5 -5.1
C 3.85120 0.52886 0.40019 -6.6 9.2 -1.2
N 3.96938 1.82756 -0.07550 -0.9 0.0 -0.6
O 5.43386 2.11686 -0.47557 -3.6 -4.9 3.7
C 5.92189 0.92570 0.05319 3.0 2.3 -3.5
C 5.00237 -0.01534 0.33790 6.1 -4.5 2.6
H 5.08769 -0.90855 0.94482 1.1 -0.5 -0.7
H 7.00609 0.95470 -0.15841 -0.6 -0.8 0.8
H 2.38957 0.12799 2.01610 -0.6 -0.3 -1.8
H 1.72598 1.13897 0.25072 1.7 -2.7 2.7
C 2.07105 -0.99410 -1.29237 -8.2 -4.8 -0.2
C 0.59421 -0.69994 -1.63745 4.8 10.5 -6.8
C -0.42529 -1.25394 -1.01637 -3.1 -10.7 3.9
H -0.44870 -2.45953 -1.28858 0.1 1.9 -0.9
H -1.42933 -1.08892 -1.14404 -2.0 1.4 -0.9
H 0.46676 0.62209 -1.33647 0.4 -3.2 -0.7
H 0.42538 -0.54145 -2.84538 0.5 -0.7 2.9
H 2.15636 -1.98349 -1.67126 0.6 -1.5 -0.6
H 2.72281 -0.49134 -1.74268 5.1 4.8 -3.6
H 1.33856 -3.00469 0.44771 0.6 2.1 1.6
H 1.45436 -1.69122 1.91581 -0.3 -0.4 -0.7
H -0.85299 -2.28441 0.77049 -4.6 -5.0 2.6
H -0.41198 2.39705 1.14853 -3.0 -1.8 -0.8
H -2.16011 3.92331 -0.03137 -0.8 -3.2 0.7
H -4.48345 3.10003 -0.54948 2.7 -3.6 -0.3
H -4.81904 -1.49950 -0.68703 -0.2 0.8 0.8
H -5.57836 -0.98463 1.05647 0.7 0.7 -3.1
```
Positions in Å, forces in eV/Å.

Results of the Löwdin charge analysis, in e, for atoms 1 through 2:
1 C 0.02
2 H 0.04

=====

No. 2
Here is 2 unconnected molecules or ions with the total composition C4H10O2 at a distorted geometry from the Open Molecules 2025 dataset. Energies are from ωB97M-V with the def2-TZVPD basis set.

Values from the calculation:
* orbital gap: 0.404 Eh
* electronic energy: -8403.7720 eV
* HOMO level: -9.976 eV
* SMILES: CCC=O.CO
* ΔE to the lowest compared entry with this formula, charge and spin: 40.9 kcal/mol
* LUMO level: 1.01 eV

Geometry as XYZ:
```
16
Properties=species:S:1:pos:R:3:forces:R:3
C -1.75470 1.46629 0.46137 -0.2 0.4 0.1
O -1.21898 0.23780 0.87332 -0.4 -0.2 0.1
C 0.82473 -0.38581 -0.66827 0.5 -0.5 -1.0
C 1.91746 -0.11077 0.35924 0.1 -0.1 -0.1
C -0.03961 -1.57301 -0.53131 -0.5 -0.2 0.2
O -1.15897 -1.68441 -0.99942 0.5 -0.2 0.3
H -1.31038 2.24067 1.08857 -0.1 0.1 -0.1
H -1.53919 1.70073 -0.59614 0.0 -0.1 0.2
H -2.84190 1.45978 0.59575 0.0 0.3 0.0
H 0.30533 0.51425 -1.00362 0.0 -0.4 0.0
H 1.53231 0.32528 1.28745 -0.2 -0.1 -0.3
H 2.64452 0.59704 -0.05320 -0.1 -0.2 0.0
H 2.45368 -1.02959 0.61645 0.0 0.1 0.0
H 1.23269 -0.91568 -1.57894 0.8 1.1 0.1
H 0.48841 -2.43079 -0.07538 -0.2 -0.2 0.0
H -1.53541 -0.41180 0.22414 -0.1 0.2 0.4
```
Positions in Å, forces in eV/Å.

Results of the Löwdin charge analysis, in e, for atoms 1 through 2:
1 C -0.16
2 O -0.15

=====

No. 3
Here is a molecular structure, H4KO2 from the Open Molecules 2025 dataset. Energies are from ωB97M-V with the def2-TZVPD basis set.

Values from the calculation:
* orbital gap: 0.454 Eh
* electronic energy: -20480.0588 eV
* HOMO level: -16.363 eV
* ΔE to the lowest compared entry with this formula, charge and spin: 7.1 kcal/mol
* charge: +1
* LUMO level: -4.02 eV

Geometry as XYZ:
```
7
Properties=species:S:1:pos:R:3:forces:R:3
K 0.41048 -0.21040 -0.57333 0.2 0.2 -0.2
O -0.52226 -2.60132 -0.09696 0.2 0.6 -0.1
H -1.31217 -2.09559 0.09414 -0.6 -0.3 0.2
H -0.70566 -3.47372 0.25164 0.1 -0.4 0.1
O 0.39273 2.61189 -0.02944 -0.1 -0.8 -0.1
H 0.78363 2.53022 0.84048 0.1 0.3 0.4
H 0.95325 3.23889 -0.48651 0.1 0.3 -0.2
```
Positions in Å, forces in eV/Å.

Results of the Löwdin charge analysis, in e, for atoms 1 through 2:
1 K 1.02
2 O -0.13

=====

No. 4
Here is a molecular structure, C22H58FeO8 at a distorted geometry from the Open Molecules 2025 dataset. Energies are from ωB97M-V with the def2-TZVPD basis set.

Values from the calculation:
* orbital gap (alpha / beta): 0.302 / 0.243 Eh
* spin multiplicity: 6
* electronic energy: -74512.1650 eV
* HOMO level (alpha / beta): -11.818 / -11.817 eV
* <S²>: 8.772
* ΔE to the lowest compared entry with this formula, charge and spin: 55.4 kcal/mol
* charge: +1
* LUMO level (alpha / beta): -3.59 / -5.20 eV

Geometry as XYZ:
```
89
Properties=species:S:1:pos:R:3:forces:R:3
Fe 1.81203 -3.20444 -0.54682 -5.1 2.0 0.5
C 0.93521 0.89115 0.53989 -1.1 -0.5 0.2
C 0.43243 -0.49742 0.95089 0.1 0.3 1.3
O 1.07446 -1.53506 0.30079 1.6 -2.6 -1.6
H 0.45050 1.65319 1.15573 0.0 -0.1 0.2
H 0.48803 1.02111 -0.44752 0.8 0.4 -0.3
H 2.01092 1.01620 0.64418 0.1 -0.2 -0.5
H -0.66077 -0.51607 0.85793 0.0 -0.2 -0.5
H 0.57519 -0.66537 2.02816 0.2 0.2 0.1
C -1.77895 -2.32156 -2.05189 0.9 0.5 -0.5
C -1.21541 -3.66192 -1.60167 -1.2 0.2 0.3
O 0.16883 -3.77010 -1.47281 1.9 0.5 0.4
H -1.42426 -1.60513 -1.30653 -0.3 0.3 -0.1
H -2.86435 -2.30383 -2.14242 0.0 -0.3 0.5
H -1.45015 -1.96662 -3.03250 0.4 -0.2 0.0
H -1.60155 -4.49514 -2.19442 0.4 -0.1 -0.3
H -1.75091 -3.78429 -0.65107 0.6 -0.5 0.5
C 1.96020 3.56498 -2.56076 -0.1 -1.9 1.5
C 1.17422 4.81769 -2.16910 2.1 -0.9 1.0
C 1.48060 5.25869 -0.72360 -0.2 0.3 -0.4
O 1.67071 5.75153 -3.07935 -1.4 1.5 -1.5
H 1.98624 2.79647 -1.77204 -0.7 0.1 0.2
H 3.03981 3.70885 -2.63121 -0.1 0.7 -0.6
H 1.56564 3.02138 -3.41906 0.1 0.5 -0.3
H 0.09892 4.65887 -2.25987 0.1 0.3 -0.5
H 2.49348 5.66719 -0.71404 0.1 -0.2 0.2
H 1.38335 4.47678 0.02903 0.1 -0.2 -0.2
H 0.81408 6.07208 -0.43144 0.0 0.0 -0.1
H 2.44392 6.24985 -2.81208 0.0 -0.2 0.6
C 2.80606 -0.00625 -3.02637 -0.6 0.7 0.8
C 1.97938 -1.26846 -2.84532 -0.5 0.6 -2.3
C 1.76310 -1.92885 -4.20901 0.4 -0.1 -0.6
O 2.71833 -2.23410 -2.07578 0.4 -0.2 0.9
H 3.83955 -0.18599 -3.32388 -0.1 0.0 -0.1
H 2.77162 0.60987 -2.12474 0.4 -0.3 0.3
H 2.30298 0.66610 -3.72199 0.2 -0.3 -0.4
H 1.02571 -1.00558 -2.39237 0.2 -0.5 0.5
H 1.53685 -1.20734 -4.99408 -0.2 0.1 0.2
H 1.04531 -2.74375 -4.29876 -0.2 0.1 0.6
H 2.71770 -2.36986 -4.51963 0.1 0.1 0.0
H 3.54873 -2.32521 -2.56285 0.1 -0.3 0.4
C -3.67956 -2.55130 1.52186 -0.9 -0.2 -1.1
C -4.70032 -1.42368 1.60659 0.0 1.5 0.8
C -4.11221 -0.05589 1.22593 0.5 0.2 -0.3
O -5.81365 -1.66225 0.77598 0.0 -1.3 -0.6
H -3.21363 -2.47799 0.53540 0.2 -0.1 0.0
H -4.24034 -3.48766 1.51323 0.2 -0.1 0.3
H -2.90919 -2.56201 2.28876 -0.2 0.2 0.2
H -5.07893 -1.36562 2.63445 0.2 0.0 0.1
H -3.27535 -0.15778 0.52803 0.2 -0.2 0.2
H -3.79734 0.54493 2.08007 0.1 -0.1 0.0
H -4.79770 0.56591 0.64584 -0.4 -0.1 0.3
H -6.30174 -0.85032 0.63343 0.0 0.1 0.1
C -0.07533 -3.49633 2.73936 -0.1 -1.0 -1.5
C 1.27962 -4.11111 2.36525 -0.5 0.2 1.2
C 1.73467 -5.24392 3.27853 0.2 0.5 0.6
O 1.21786 -4.57124 0.97545 0.9 0.5 0.5
H -0.36677 -2.94008 1.84593 0.0 0.7 0.4
H -0.04266 -2.90638 3.65027 0.0 0.0 -0.1
H -0.85338 -4.26464 2.75389 0.1 -0.2 0.6
H 1.97970 -3.27713 2.43291 0.3 -0.2 -0.4
H 2.81678 -5.37231 3.26608 0.0 -0.3 -0.4
H 1.20740 -6.19124 3.15564 0.0 0.0 -0.4
H 1.52961 -4.96964 4.31598 -0.1 0.2 0.0
H 0.82278 -5.44965 1.02445 0.0 0.0 -0.6
C 1.86189 1.16043 4.78577 -0.9 0.1 0.2
C 3.19616 0.96070 4.13138 -0.1 0.0 -0.4
C 3.43371 -0.48790 3.65253 1.1 0.5 0.4
O 3.34920 1.86839 3.05827 -0.1 0.1 -0.8
H 0.97680 0.84295 4.22013 0.4 -0.8 -0.3
H 1.60004 2.21657 4.87680 0.6 0.1 0.7
H 1.88966 0.61572 5.73059 -0.4 0.3 0.2
H 3.96707 1.32550 4.81417 0.0 -0.6 0.2
H 4.49528 -0.56226 3.40571 0.0 0.0 -0.2
H 2.87055 -0.71940 2.74696 -0.3 0.0 0.1
H 3.29065 -1.23892 4.43104 -0.4 0.1 0.0
H 2.56364 1.77526 2.50850 0.1 0.1 -0.1
C -2.24209 2.56123 -1.73875 -0.8 0.1 -0.3
C -3.41333 3.52649 -1.81473 -0.1 0.5 -0.4
C -2.96180 4.90916 -2.24884 0.9 0.9 1.0
O -4.31050 3.03438 -2.79663 -0.2 -0.8 0.1
H -1.83432 2.58019 -2.75083 0.8 -0.1 0.3
H -2.56129 1.53842 -1.53112 -0.2 0.0 0.0
H -1.61368 2.87970 -0.90709 0.5 0.0 -0.4
H -3.85236 3.57888 -0.81181 -0.4 0.1 -0.1
H -3.73969 5.67425 -2.27388 -0.3 -0.3 -0.2
H -2.39093 4.95368 -3.17709 -0.3 -0.4 -0.2
H -2.27168 5.31318 -1.49815 0.1 -0.1 0.1
H -5.00108 3.67108 -2.99779 0.1 0.2 0.2
```
Positions in Å, forces in eV/Å.

Results of the Löwdin charge analysis, in e, for atoms 1 through 2:
1 Fe 1.14
2 C -0.07

=====

No. 5
Here is a single C3H6N2O2 molecule from the Open Molecules 2025 dataset. Energies are from ωB97M-V with the def2-TZVPD basis set.

Values from the calculation:
* orbital gap: 0.326 Eh
* electronic energy: -10282.3180 eV
* HOMO level: -7.993 eV
* SMILES: [H]/N=C/O/C=C(\N)O
* ΔE to the lowest compared entry with this formula, charge and spin: 57.2 kcal/mol
* LUMO level: 0.87 eV

Geometry as XYZ:
```
13
Properties=species:S:1:pos:R:3:forces:R:3
N 1.09403 0.50739 -1.29316 0.1 0.1 0.0
C 0.55556 1.09820 -0.17554 0.1 -0.3 0.2
O 0.47770 2.44915 -0.30332 0.0 0.1 0.1
C 0.20798 0.43795 0.93474 -0.1 0.2 -0.2
O 0.40854 -0.94769 1.00144 -0.1 0.0 0.1
C -0.59000 -1.74186 0.56508 -0.2 -0.1 -0.1
N -1.64340 -1.32687 0.00421 0.3 -0.1 0.1
H 1.24354 1.11199 -2.08096 -0.1 0.0 0.0
H 0.79762 -0.42834 -1.51176 -0.1 0.1 0.1
H -0.24606 0.90621 1.79861 0.0 -0.1 -0.1
H 0.25602 2.84077 0.55175 0.0 -0.1 -0.1
H -0.33502 -2.78692 0.76134 0.0 0.1 0.0
H -2.22651 -2.12000 -0.25242 0.0 0.1 0.1
```
Positions in Å, forces in eV/Å.

Results of the Löwdin charge analysis, in e, for atoms 1 through 2:
1 N 0.15
2 C -0.44

=====

No. 6
Here is 2 unconnected molecules or ions with the total composition C5H11O4 at a distorted geometry from the Open Molecules 2025 dataset. Energies are from ωB97M-V with the def2-TZVPD basis set.

Values from the calculation:
* orbital gap: 0.254 Eh
* electronic energy: -13550.8571 eV
* HOMO level: -3.254 eV
* ΔE to the lowest compared entry with this formula, charge and spin: 96.4 kcal/mol
* charge: -1
* LUMO level: 3.65 eV

Geometry as XYZ:
```
20
Properties=species:S:1:pos:R:3:forces:R:3
O -0.38793 3.81406 1.14688 0.1 -0.3 0.0
C -0.12358 2.73915 0.66066 -0.2 0.3 0.1
C 1.13578 2.45387 -0.12937 -0.1 0.1 -0.7
O 1.10641 1.24379 -0.79928 -0.6 -0.7 -1.3
H -0.81506 1.86977 0.77894 0.2 0.1 0.0
H 1.96677 2.46779 0.60232 -0.1 -0.1 -0.2
H 1.29537 3.31385 -0.81807 -0.1 -0.2 0.3
C 0.16537 1.28836 -2.21725 2.0 -1.2 2.1
H 0.78513 2.02399 -2.75960 -1.6 0.3 0.4
H -0.82347 1.15496 -1.74458 0.5 1.5 -0.9
H 0.39300 0.31656 -2.67206 0.1 0.2 0.2
O -1.24713 1.91539 -4.04278 -0.2 0.8 0.0
C -2.09635 3.97864 -2.12422 -0.1 -0.4 -0.1
O -2.25441 3.98879 -3.51594 -0.4 0.7 0.2
C -1.25723 3.24342 -4.24342 0.5 -1.8 -0.1
H -2.73173 4.76554 -1.69815 0.1 -0.1 -0.1
H -2.41076 3.00423 -1.71016 0.1 0.2 0.1
H -1.05390 4.16162 -1.80200 -0.1 0.0 -0.2
H -1.47913 3.51105 -5.30036 0.0 0.2 0.2
H -0.27765 3.70636 -3.94987 0.1 0.2 0.0
```
Positions in Å, forces in eV/Å.

Results of the Löwdin charge analysis, in e, for atoms 1 through 2:
1 O 0.02
2 C -0.26

=====

Please write out number 1 again, unchanged.
Here is a molecular structure, C17H20N2O3 at a distorted geometry from the Open Molecules 2025 dataset. Energies are from ωB97M-V with the def2-TZVPD basis set.

Values from the calculation:
* orbital gap: 0.290 Eh
* electronic energy: -27058.5327 eV
* HOMO level: -7.347 eV
* ΔE to the lowest compared entry with this formula, charge and spin: 453.3 kcal/mol
* LUMO level: 0.55 eV

Geometry as XYZ:
```
42
Properties=species:S:1:pos:R:3:forces:R:3
C -5.46044 -0.75428 -0.14737 2.4 1.0 2.5
H -6.39554 -0.83090 -0.55791 -2.3 0.2 -1.0
O -4.98591 0.68315 -0.43531 -9.2 -6.2 -0.8
C -3.83068 0.94592 -0.09325 -1.7 -0.8 -0.9
C -3.56937 2.15538 -0.40115 1.8 13.7 0.6
C -2.40836 2.74197 0.13776 0.3 2.2 -1.2
C -1.46870 1.86345 0.77036 3.6 13.3 -0.9
C -1.67029 0.65862 0.63426 -2.5 -7.0 1.4
C -2.95753 0.15528 0.33376 6.8 -7.6 3.4
H -3.06757 -0.96260 0.58669 -0.2 1.9 -0.7
C -0.65639 -0.05330 1.34107 -5.6 -8.7 -15.0
O -0.18212 0.08819 2.28496 7.3 3.3 15.1
C -0.21508 -1.68448 0.41523 4.8 10.7 0.3
C 1.24957 -1.82548 0.83972 -1.2 -5.3 -3.2
N 2.21136 -1.11104 0.01964 0.7 1.6 9.8
C 2.39879 0.16805 0.88159 1.9 2.5 -5.1
C 3.85120 0.52886 0.40019 -6.6 9.2 -1.2
N 3.96938 1.82756 -0.07550 -0.9 0.0 -0.6
O 5.43386 2.11686 -0.47557 -3.6 -4.9 3.7
C 5.92189 0.92570 0.05319 3.0 2.3 -3.5
C 5.00237 -0.01534 0.33790 6.1 -4.5 2.6
H 5.08769 -0.90855 0.94482 1.1 -0.5 -0.7
H 7.00609 0.95470 -0.15841 -0.6 -0.8 0.8
H 2.38957 0.12799 2.01610 -0.6 -0.3 -1.8
H 1.72598 1.13897 0.25072 1.7 -2.7 2.7
C 2.07105 -0.99410 -1.29237 -8.2 -4.8 -0.2
C 0.59421 -0.69994 -1.63745 4.8 10.5 -6.8
C -0.42529 -1.25394 -1.01637 -3.1 -10.7 3.9
H -0.44870 -2.45953 -1.28858 0.1 1.9 -0.9
H -1.42933 -1.08892 -1.14404 -2.0 1.4 -0.9
H 0.46676 0.62209 -1.33647 0.4 -3.2 -0.7
H 0.42538 -0.54145 -2.84538 0.5 -0.7 2.9
H 2.15636 -1.98349 -1.67126 0.6 -1.5 -0.6
H 2.72281 -0.49134 -1.74268 5.1 4.8 -3.6
H 1.33856 -3.00469 0.44771 0.6 2.1 1.6
H 1.45436 -1.69122 1.91581 -0.3 -0.4 -0.7
H -0.85299 -2.28441 0.77049 -4.6 -5.0 2.6
H -0.41198 2.39705 1.14853 -3.0 -1.8 -0.8
H -2.16011 3.92331 -0.03137 -0.8 -3.2 0.7
H -4.48345 3.10003 -0.54948 2.7 -3.6 -0.3
H -4.81904 -1.49950 -0.68703 -0.2 0.8 0.8
H -5.57836 -0.98463 1.05647 0.7 0.7 -3.1
```
Positions in Å, forces in eV/Å.

Results of the Löwdin charge analysis, in e, for atoms 1 through 2:
1 C 0.02
2 H 0.04